{"formula": "C23H33CoN5O5S2", "method": "ωB97M-V/def2-TZVPD", "e_lumo_ev": [-0.17, -0.18], "e_above_lowest_kj_mol": 5.2, "fmax_ev_per_a": 1.16, "energy_ev": -101373.93387, "multiplicity": 2, "s2": 0.76, "gap_ev": [7.741, 7.954], "symbols": ["Co", "N", "N", "C", "O", "O", "H", "H", "H", "N", "C", "C", "C", "C", "C", "C", "C", "C", "N", "C", "H", "H", "H", "H", "H", "H", "H", "H", "S", "C", "N", "C", "C", "C", "C", "H", "H", "H", "H", "H", "C", "C", "O", "O", "H", "H", "H", "C", "C", "C", "S", "O", "C", "C", "C", "H", "H", "H", "H", "H", "H", "H", "H", "H", "H", "H", "H", "H", "H"], "coordinates": [[0.532453, -0.014575, 0.496069], [2.043969, -1.596451, -0.417895], [1.494970, -2.003961, -1.646256], [0.682207, -1.040307, -2.310369], [0.491162, -1.201624, -3.514864], [0.208007, -0.129888, -1.549201], [2.897390, -1.062495, -0.533559], [2.226571, -2.406755, 0.155492], [2.107553, -2.498769, -2.273063], [-0.828742, -1.588646, 0.618411], [-0.813582, -2.213249, 1.925831], [-1.759603, -3.098697, 2.336420], [-1.768745, -3.591391, 3.663150], [-0.837423, -3.163197, 4.562131], [0.158677, -2.238198, 4.161352], [1.124648, -1.706549, 5.044050], [2.028036, -0.800263, 4.575562], [1.996878, -0.449527, 3.209063], [1.120584, -0.928524, 2.361693], [0.185824, -1.793056, 2.828342], [-0.591438, -2.240022, -0.126161], [-1.755631, -1.212146, 0.449873], [-2.536456, -3.404821, 1.642562], [-2.538676, -4.289259, 3.966201], [-0.852253, -3.501809, 5.592109], [1.129107, -2.029454, 6.079145], [2.777108, -0.361838, 5.221694], [2.734441, 0.238001, 2.808283], [2.493118, 1.412462, 0.437724], [2.574945, 2.578585, -0.813485], [1.536491, 3.362877, -1.153816], [1.599055, 4.321525, -2.103181], [2.753043, 4.571785, -2.775875], [3.869462, 3.777802, -2.474039], [3.782769, 2.805636, -1.511789], [0.590865, 3.228778, -0.760625], [0.672085, 4.849496, -2.277370], [2.799207, 5.355840, -3.517952], [4.798794, 3.927612, -3.012139], [4.622611, 2.175353, -1.257553], [-1.457038, 2.184891, 3.532955], [-1.364746, 1.158510, 2.422784], [-2.152093, 0.194408, 2.404785], [-0.437728, 1.381619, 1.561576], [-2.460221, 2.197131, 3.957347], [-1.186945, 3.171868, 3.157458], [-0.747021, 1.907614, 4.317270], [-3.247449, 2.433846, -4.873602], [-3.026340, 2.659579, -3.377827], [-2.093849, 1.609846, -2.795544], [-1.599846, 1.955273, -1.096476], [-1.284348, 3.451932, -1.075359], [-3.239396, 1.756651, -0.308324], [-3.737878, 3.048202, 0.323760], [-5.074122, 2.805873, 1.026444], [-3.914306, 3.193002, -5.286442], [-3.690671, 1.452851, -5.060322], [-2.298913, 2.480820, -5.415227], [-3.990945, 2.641678, -2.862694], [-2.583520, 3.642458, -3.209311], [-1.151372, 1.555259, -3.347234], [-2.523702, 0.602459, -2.782822], [-3.073749, 1.006125, 0.469024], [-3.947948, 1.362013, -1.040514], [-3.837036, 3.820125, -0.439852], [-2.995237, 3.399765, 1.042575], [-5.836229, 2.486307, 0.309492], [-5.431291, 3.712379, 1.520238], [-4.968218, 2.021236, 1.780563]], "forces_ev_per_angstrom": [[0.50, -0.95, -0.43], [-0.18, 0.07, 0.01], [-0.25, -0.13, 0.08], [-0.12, 0.20, -0.13], [0.07, 0.04, 0.42], [0.00, 0.05, -0.43], [0.13, 0.07, 0.01], [-0.01, -0.07, 0.13], [0.13, 0.02, -0.15], [0.45, 0.49, 0.28], [-0.16, -0.03, -0.23], [-0.18, -0.20, -0.05], [0.04, 0.04, -0.05], [0.01, 0.06, 0.01], [-0.01, -0.13, 0.10], [-0.05, -0.07, -0.02], [0.15, -0.03, -0.05], [0.17, -0.06, 0.09], [0.13, 0.60, 0.47], [-0.06, -0.06, -0.09], [0.05, 0.04, -0.03], [-0.02, 0.12, 0.06], [0.04, 0.02, 0.08], [0.02, 0.02, -0.03], [-0.01, -0.01, -0.06], [0.00, 0.06, -0.02], [-0.02, -0.01, -0.04], [-0.08, 0.06, 0.04], [-0.29, -0.16, -0.08], [0.15, -0.23, 0.17], [-0.35, 0.03, -0.25], [-0.20, 0.08, -0.01], [0.13, 0.08, -0.08], [0.06, -0.10, 0.10], [0.03, 0.09, -0.01], [-0.02, -0.03, 0.14], [-0.03, -0.06, 0.06], [-0.05, -0.07, 0.01], [-0.04, -0.02, 0.07], [-0.01, 0.03, -0.04], [-0.11, 0.07, 0.00], [-0.06, -0.20, -0.35], [0.27, 0.28, -0.01], [-0.30, -0.16, 0.31], [0.05, -0.02, 0.02], [0.03, -0.04, 0.06], [-0.03, 0.04, -0.03], [0.02, 0.02, 0.08], [0.02, -0.11, -0.18], [0.05, 0.05, 0.02], [-0.36, 0.62, -0.08], [0.29, -0.39, 0.01], [0.12, -0.01, 0.11], [-0.15, -0.15, 0.05], [0.10, 0.00, -0.04], [0.02, -0.03, -0.02], [0.02, 0.04, -0.03], [-0.07, -0.02, 0.01], [0.04, 0.04, 0.03], [-0.05, 0.01, 0.04], [-0.05, -0.09, 0.01], [0.08, 0.06, -0.06], [-0.11, 0.00, -0.04], [0.03, 0.06, 0.03], [0.04, 0.04, 0.03], [0.00, 0.05, -0.06], [0.01, 0.02, 0.07], [0.01, -0.06, -0.03], [-0.04, 0.05, -0.02]], "mulliken_charge": [0.9077, -0.2549, -0.3906, 0.2906, -0.7704, -0.0323, 0.2742, 0.2462, 0.2648, -0.2610, 0.4100, -0.4242, -0.7927, -0.9654, 0.5978, -0.7642, -0.9522, -0.1189, 0.3616, 0.1216, 0.4010, 0.4227, 0.4608, 0.3993, 0.4094, 0.4259, 0.4493, 0.2912, -0.6211, 0.8160, 0.1809, -0.1880, -0.6991, -0.1675, -0.8017, 0.0002, 0.4328, 0.4049, 0.3869, 0.4066, -1.6240, 0.9512, -0.6603, -0.5123, 0.3670, 0.3471, 0.3537, -1.4102, -0.1103, -1.2321, 1.0241, -1.0218, -1.4466, -0.0475, -1.4421, 0.4046, 0.3375, 0.3306, 0.1948, 0.3150, 0.5345, 0.4381, 0.2726, 0.8396, 0.3905, 0.2003, 0.3531, 0.3877, 0.3067]}